*A*
{"formula": "C3H10NOS", "method": "ωB97M-V/def2-TZVPD", "elements": ["C", "C", "C", "S", "N", "H", "H", "H", "H", "H", "H", "H", "H", "H", "H", "O"], "xyz": [[-0.65, 1.90, 0.13], [-0.23, 1.01, 1.28], [-0.91, -0.36, 1.21], [-0.35, -1.40, -0.22], [1.24, 0.93, 1.33], [-1.74, 1.90, 0.03], [-0.29, 1.47, -0.80], [-0.32, 2.92, 0.28], [-0.56, 1.47, 2.22], [-0.70, -0.94, 2.10], [-1.99, -0.24, 1.16], [1.47, 0.25, 2.06], [1.47, 0.39, 0.50], [1.47, 0.01, -2.92], [0.55, -0.99, -2.31], [1.01, -0.81, -3.15]], "total_charge": -1, "lumo_ev": 4.07, "gap_ha": 0.254, "homo_energy_ev": -2.8546}


*B*
{"formula": "C3H10NOS", "method": "ωB97M-V/def2-TZVPD", "elements": ["C", "C", "S", "H", "H", "H", "H", "H", "H", "N", "C", "O", "H", "H", "H", "H"], "xyz": [[-0.81, -1.37, -0.87], [-1.29, -0.25, 0.04], [-3.14, -0.04, -0.05], [-1.00, -1.07, -1.90], [-1.31, -2.31, -0.68], [0.27, -1.40, -0.75], [-1.09, -0.41, 1.09], [-0.88, 0.71, -0.26], [-3.14, 0.54, -1.25], [3.90, 0.53, 0.94], [2.78, 0.33, -0.09], [1.64, 0.90, 0.24], [3.93, 1.54, 1.01], [3.39, 0.31, 1.81], [3.23, 0.76, -1.02], [2.81, -0.78, -0.23]], "total_charge": -1, "lumo_ev": 3.11, "gap_ha": 0.217, "homo_energy_ev": -2.7998}


The energy of each structure relative to the most stable one, in kJ/mol, is as follows: *A* 0.0; *B* 154.3.


*A*
{"formula": "C3H10NOS", "method": "ωB97M-V/def2-TZVPD", "elements": ["C", "C", "C", "S", "N", "H", "H", "H", "H", "H", "H", "H", "H", "H", "H", "O"], "xyz": [[0.29, -1.60, 1.26], [-0.21, -0.20, 1.26], [0.23, 0.75, 0.04], [-1.15, 1.13, -1.20], [-1.73, -0.12, 1.35], [1.28, -1.59, 1.56], [0.24, -2.20, 0.36], [-0.24, -2.26, 2.10], [0.19, 0.43, 2.24], [0.81, 1.68, 0.37], [1.00, 0.25, -0.58], [-2.11, 0.69, 0.87], [-2.08, -0.88, 0.84], [2.18, -0.92, -0.95], [3.01, -0.84, -2.19], [3.05, -0.67, -1.28]], "total_charge": -1, "lumo_ev": 3.66, "gap_ha": 0.230, "homo_energy_ev": -2.5978}


*B*
{"formula": "C3H10NOS", "method": "ωB97M-V/def2-TZVPD", "elements": ["C", "S", "C", "H", "H", "H", "H", "H", "H", "N", "C", "O", "H", "H", "H", "H"], "xyz": [[-1.57, 0.00, -1.39], [-1.13, 1.76, -1.11], [-0.02, 1.65, 0.31], [-2.40, -0.06, -2.09], [-0.64, -0.52, -1.57], [-1.97, -0.45, -0.47], [0.63, 0.78, 0.35], [-0.54, 1.74, 1.27], [0.60, 2.52, 0.09], [2.12, -1.55, 1.93], [1.41, -1.68, 0.57], [0.09, -1.70, 0.66], [2.75, -2.34, 2.09], [1.38, -1.84, 2.57], [1.89, -2.57, 0.09], [1.83, -0.82, -0.02]], "total_charge": -1, "lumo_ev": 3.43, "gap_ha": 0.228, "homo_energy_ev": -2.7683}


The energy of each structure relative to the most stable one, in kJ/mol, is as follows: *A* 0.0; *B* 31.0.


*A*
{"formula": "C3H10NOS", "method": "ωB97M-V/def2-TZVPD", "elements": ["C", "S", "C", "H", "H", "H", "H", "H", "H", "N", "C", "O", "H", "H", "H", "H"], "xyz": [[1.61, 1.27, -0.79], [1.47, -0.19, -1.92], [-0.08, -0.88, -1.22], [2.13, 0.88, 0.07], [2.07, 2.10, -1.32], [0.62, 1.60, -0.48], [-1.00, -0.54, -1.74], [-0.16, -0.33, -0.27], [-0.20, -1.95, -1.09], [-2.70, -0.18, 1.57], [-1.32, -0.06, 2.43], [-0.29, -0.08, 1.64], [-2.67, 0.68, 1.03], [-3.44, -0.07, 2.27], [-1.44, -0.96, 3.08], [-1.50, 0.85, 3.05]], "total_charge": -1, "lumo_ev": 3.46, "gap_ha": 0.238, "homo_energy_ev": -3.0301}


*B*
{"formula": "C3H10NOS", "method": "ωB97M-V/def2-TZVPD", "elements": ["C", "C", "S", "C", "N", "H", "H", "H", "H", "H", "H", "H", "H", "H", "H", "O"], "xyz": [[0.05, 1.01, 0.89], [1.32, 0.15, 0.99], [1.28, -1.43, 0.20], [-0.31, 1.43, -0.56], [-1.79, 1.80, -0.54], [-0.54, 0.27, 1.50], [0.12, 1.94, 1.56], [2.20, 0.83, 0.92], [1.29, -0.04, 2.08], [0.47, 2.30, -0.62], [0.06, 0.68, -1.19], [-1.95, 2.40, 0.26], [-2.33, 0.95, -0.49], [-1.85, -1.92, -0.49], [-0.43, -1.31, -0.69], [-1.42, -1.42, -1.28]], "total_charge": -1, "lumo_ev": 4.12, "gap_ha": 0.267, "homo_energy_ev": -3.1431}


*C*
{"formula": "C3H10NOS", "method": "ωB97M-V/def2-TZVPD", "elements": ["C", "C", "S", "C", "N", "H", "H", "H", "H", "H", "H", "H", "H", "H", "H", "O"], "xyz": [[0.75, -0.75, 0.48], [-0.30, -1.83, 0.86], [-1.82, -1.72, -0.28], [0.28, 0.68, 0.99], [0.19, 1.70, -0.16], [1.06, -0.60, -0.67], [1.85, -0.97, 0.96], [-0.57, -1.61, 1.95], [-0.09, -2.94, 0.94], [1.11, 0.99, 1.75], [-0.50, 0.47, 1.76], [0.96, 2.43, 0.04], [0.30, 1.22, -1.10], [-0.77, 1.10, -3.27], [-1.30, 1.28, -1.78], [-1.14, 0.54, -2.46]], "total_charge": -1, "lumo_ev": 3.67, "gap_ha": 0.211, "homo_energy_ev": -2.0668}


The energy of each structure relative to the most stable one, in kJ/mol, is as follows: *A* 48.2; *B* 0.0; *C* 120.8.


*A*
{"formula": "C7H7NO3", "method": "ωB97M-V/def2-TZVPD", "elements": ["C", "O", "C", "C", "C", "C", "N", "O", "O", "C", "C", "H", "H", "H", "H", "H", "H", "H"], "xyz": [[3.90, -0.66, 0.47], [3.03, 0.50, -0.26], [1.62, 0.35, -0.13], [1.00, -0.87, -0.28], [-0.39, -1.01, -0.34], [-1.21, 0.02, 0.18], [-2.60, -0.13, 0.04], [-3.34, 0.78, 0.27], [-2.93, -1.32, -0.01], [-0.53, 1.22, 0.07], [0.76, 1.45, -0.17], [4.92, -0.18, 0.57], [3.73, -1.04, 1.59], [4.12, -1.55, -0.38], [1.77, -1.63, -0.13], [-1.04, -1.94, -0.37], [-1.27, 1.97, -0.22], [0.95, 2.51, -0.19]], "smiles": "COc1ccc([N+](=O)[O-])cc1", "lumo_ev": -0.73, "gap_ha": 0.325, "homo_energy_ev": -9.5709}


*B*
{"formula": "C7H7NO3", "method": "ωB97M-V/def2-TZVPD", "elements": ["C", "C", "C", "C", "C", "C", "C", "N", "O", "O", "O", "H", "H", "H", "H", "H", "H", "H"], "xyz": [[-2.30, 0.09, 0.14], [-3.28, -0.11, -0.88], [-1.01, 0.05, -0.24], [-1.66, -0.34, -2.43], [0.97, 1.40, 0.08], [1.53, 0.29, -0.76], [0.36, 0.02, 0.19], [-1.27, -0.43, -3.77], [-2.25, -0.49, -4.54], [-0.11, -0.52, -4.13], [-2.87, -0.30, -2.08], [-2.70, 0.32, 1.13], [-4.34, -0.13, -0.69], [1.49, 1.87, 0.84], [0.36, 2.04, -0.53], [1.35, 0.28, -1.83], [2.47, -0.15, -0.53], [0.58, -0.53, 0.98]], "lumo_ev": [-0.88, -0.80], "gap_ha": [0.271, 0.269], "homo_energy_ev": [-8.2656, -8.1136]}


*C*
{"formula": "C7H7NO3", "method": "ωB97M-V/def2-TZVPD", "elements": ["C", "C", "C", "C", "C", "C", "C", "H", "H", "H", "H", "H", "H", "H", "N", "O", "O", "O"], "xyz": [[1.80, -0.28, -0.83], [0.93, -0.60, 0.38], [1.45, -0.32, 1.60], [-0.28, -1.28, 0.16], [-1.46, -0.71, -0.53], [-2.09, 0.89, -0.34], [-1.01, 1.92, -0.19], [1.50, 1.76, -0.68], [1.26, -0.86, 2.61], [2.71, 0.03, 1.24], [-0.24, -2.28, -0.30], [-0.82, -1.51, 0.99], [-2.88, 0.97, -1.19], [-2.67, 0.85, 0.66], [-0.37, 2.90, -0.42], [2.33, 1.05, -0.66], [2.37, -0.96, -1.68], [-2.53, -1.58, -0.83]], "lumo_ev": -0.92, "gap_ha": 0.352, "homo_energy_ev": -10.5065}


The energy of each structure relative to the most stable one, in kJ/mol, is as follows: *A* 49.9; *B* 390.3; *C* 0.0.


*A*
{"formula": "C9H14S", "method": "ωB97M-V/def2-TZVPD", "elements": ["C", "C", "C", "C", "C", "C", "C", "H", "H", "H", "H", "H", "H", "H", "H", "C", "S", "C", "H", "H", "H", "H", "H", "H"], "xyz": [[2.36, 0.26, -1.92], [1.02, -0.32, -1.63], [-0.12, 0.47, -1.41], [-1.38, -0.14, -1.29], [-1.53, -1.47, -1.55], [-0.44, -2.22, -2.00], [0.80, -1.62, -2.07], [3.15, -0.37, -1.56], [2.59, 1.27, -1.56], [2.51, 0.32, -3.01], [0.04, 1.52, -1.28], [-2.19, 0.55, -1.03], [-2.50, -1.95, -1.62], [-0.54, -3.27, -2.25], [1.62, -2.32, -2.24], [0.05, -0.06, 3.52], [-1.27, 1.22, 3.98], [-1.26, 2.14, 2.39], [0.66, 0.49, 2.80], [0.40, -0.49, 4.47], [-0.26, -0.97, 2.97], [-2.03, 2.89, 2.31], [-1.36, 1.39, 1.61], [-0.31, 2.68, 2.38]], "smiles": "Cc1ccccc1.CSC", "lumo_ev": 0.84, "gap_ha": 0.340, "homo_energy_ev": -8.4145}


*B*
{"formula": "C9H14S", "method": "ωB97M-V/def2-TZVPD", "elements": ["C", "C", "C", "C", "C", "C", "C", "H", "H", "H", "H", "H", "H", "H", "H", "C", "C", "S", "H", "H", "H", "H", "H", "H"], "xyz": [[2.32, -2.30, 0.39], [0.83, -2.32, 0.20], [0.29, -2.84, -0.98], [-1.08, -2.89, -1.17], [-1.95, -2.37, -0.20], [-1.43, -1.88, 0.98], [-0.05, -1.82, 1.14], [2.60, -1.87, 1.35], [2.79, -1.69, -0.36], [2.73, -3.30, 0.29], [0.90, -3.32, -1.74], [-1.41, -3.22, -2.14], [-3.00, -2.43, -0.46], [-2.09, -1.51, 1.75], [0.42, -1.29, 1.95], [1.62, 2.96, 0.28], [0.38, 2.92, -0.63], [-0.92, 4.03, -0.16], [2.34, 2.21, -0.05], [1.46, 2.96, 1.35], [2.18, 3.89, 0.06], [0.75, 3.32, -1.57], [0.16, 1.88, -0.88], [-1.06, 3.90, 1.17]], "smiles": "Cc1ccccc1.CCS", "lumo_ev": 0.80, "gap_ha": 0.360, "homo_energy_ev": -8.9998}


*C*
{"formula": "C9H14S", "method": "ωB97M-V/def2-TZVPD", "elements": ["C", "C", "C", "C", "C", "C", "C", "H", "H", "H", "H", "H", "H", "H", "H", "C", "C", "S", "H", "H", "H", "H", "H", "H"], "xyz": [[0.27, 3.05, -0.93], [-0.29, 1.71, -0.94], [-1.56, 1.49, -0.21], [-2.25, 0.25, -0.27], [-1.64, -0.81, -0.99], [-0.39, -0.59, -1.53], [0.15, 0.67, -1.75], [0.71, 3.35, -1.87], [1.11, 3.26, -0.11], [-0.57, 3.83, -0.76], [-2.12, 2.41, 0.14], [-3.10, -0.01, 0.31], [-2.06, -1.72, -1.25], [0.29, -1.37, -1.83], [1.04, 0.77, -2.45], [0.98, -1.00, 2.08], [0.94, -1.99, 0.92], [1.58, -3.68, 1.36], [0.89, 0.09, 1.63], [1.92, -1.12, 2.63], [0.10, -1.20, 2.69], [-0.03, -2.03, 0.49], [1.76, -1.84, 0.15], [2.28, -3.52, 2.48]], "smiles": "Cc1ccccc1.CCS", "lumo_ev": 0.88, "gap_ha": 0.352, "homo_energy_ev": -8.6990}


*D*
{"formula": "C9H14S", "method": "ωB97M-V/def2-TZVPD", "elements": ["C", "C", "C", "C", "C", "C", "C", "H", "H", "H", "H", "H", "H", "H", "H", "C", "S", "C", "H", "H", "H", "H", "H", "H"], "xyz": [[1.43, -0.23, 2.34], [1.26, 0.38, 0.98], [1.61, -0.36, -0.14], [1.55, 0.11, -1.47], [1.00, 1.37, -1.61], [0.61, 2.14, -0.49], [0.88, 1.71, 0.80], [1.27, -1.30, 2.43], [0.79, 0.16, 3.13], [2.36, 0.18, 2.75], [2.21, -1.24, 0.06], [1.74, -0.63, -2.23], [0.78, 1.87, -2.55], [0.14, 3.09, -0.72], [0.67, 2.24, 1.72], [-2.12, 0.29, -0.74], [-2.75, -0.99, 0.32], [-1.98, -2.47, -0.26], [-1.69, 0.13, -1.73], [-2.99, 0.95, -1.05], [-1.53, 1.08, -0.26], [-2.61, -3.33, -0.44], [-1.16, -2.79, 0.39], [-1.48, -2.37, -1.24]], "smiles": "Cc1ccccc1.CSC", "lumo_ev": 0.89, "gap_ha": 0.334, "homo_energy_ev": -8.1938}


The energy of each structure relative to the most stable one, in kJ/mol, is as follows: *A* 42.4; *B* 0.0; *C* 136.0; *D* 72.7.


*A*
{"formula": "C2H2ClN3O", "method": "ωB97M-V/def2-TZVPD", "elements": ["C", "C", "N", "N", "N", "O", "Cl", "H", "H"], "xyz": [[-1.89, -0.32, -0.86], [-0.65, -0.47, 0.93], [-1.90, -0.46, 0.64], [-0.65, -0.10, -1.22], [0.10, -0.11, -0.16], [1.59, 0.08, 1.96], [0.23, -0.41, 2.41], [-2.82, -0.27, -1.34], [1.04, -0.15, 0.36]], "lumo_ev": 0.30, "gap_ha": 0.384, "homo_energy_ev": -10.1533}


*B*
{"formula": "C2H2ClN3O", "method": "ωB97M-V/def2-TZVPD", "elements": ["O", "C", "N", "N", "N", "C", "Cl", "H", "H"], "xyz": [[-0.27, 0.10, 1.99], [-0.04, -0.16, 0.70], [0.68, -1.21, 0.25], [0.82, -0.92, -1.12], [0.22, 0.15, -1.51], [-0.43, 0.62, -0.43], [-1.41, 2.07, -0.25], [-1.02, 0.80, 2.01], [1.46, -1.46, -1.64]], "smiles": "Oc1n[nH]nc1Cl", "lumo_ev": 0.57, "gap_ha": 0.373, "homo_energy_ev": -9.5669}


The energy of each structure relative to the most stable one, in kJ/mol, is as follows: *A* 427.4; *B* 0.0.